ORCA calculation (ωB97M-V with the def2-TZVPD basis set) on the molecule C6H6O2 in a non-equilibrium geometry.

```
14
Properties=species:S:1:pos:R:3:forces:R:3
C -1.055044 -0.531008 0.938747 -6.16 0.69 0.00
C -0.377610 -1.269426 1.881383 -0.11 -4.18 2.68
C 0.965919 1.362769 -1.652103 4.61 -2.70 -0.39
H -1.076506 -2.019929 2.733413 2.98 2.61 -2.64
H 1.747550 1.939216 -1.062505 -1.18 -1.54 0.72
H -2.272104 -0.406195 0.807166 3.64 -0.13 0.56
H 0.945662 2.070314 -2.370921 -1.10 1.82 -3.18
O 1.054362 -0.525676 0.347680 1.40 -0.24 0.67
C -0.311123 0.906007 -1.152056 0.80 -2.06 4.19
H 1.813235 -1.848999 1.934363 -0.61 0.93 -1.17
H 1.557132 0.359022 -2.122292 -1.52 2.77 1.34
C -0.174623 -0.043095 0.095938 0.99 1.86 -3.76
O -1.405705 1.177027 -1.501601 -1.61 0.81 -1.26
C 0.968445 -1.309288 1.440115 -2.13 -0.66 2.23
```
Positions in Å, forces in eV/Å.

SMILES ... CC(=O)c1ccco1
Frontier orbital gap ... 9.7 eV
Lowest unoccupied orbital energy ... 0.02615 Eh
Highest occupied orbital energy ... -8.9413 eV
Total energy ... -10410.939 eV